[1]
30
Properties=species:S:1:pos:R:3:forces:R:3:lowdin_charge:R:1 method="wB97M-V/def2-TZVPD" gap_ha=0.3581 multiplicity=1
C 0.93003 3.02832 -1.26382 0.083 -0.965 0.446 -0.1441
Si 0.49412 1.48039 -2.33777 1.706 -0.454 0.928 0.5305
C 2.05423 0.63846 -2.99094 0.503 0.331 1.394 -0.1636
C -0.60763 1.77250 -3.73126 -0.402 0.136 -2.097 -0.1948
N -0.43857 0.42600 -1.20396 1.216 -0.917 -0.600 -0.0842
N -1.47102 1.00312 -0.56264 -0.555 -0.720 0.799 0.0157
N -1.67618 0.38311 0.53066 0.187 0.547 -0.986 0.0594
N -0.74012 -0.57647 0.64160 0.188 -2.045 1.663 0.0211
C -0.71536 -1.36180 1.89862 -0.621 1.887 -0.513 -0.1388
C -1.63468 -1.05949 2.92664 -0.615 0.180 -1.835 -0.0336
C -1.63753 -1.81820 4.04820 0.293 -0.140 1.818 -0.1087
C -0.67008 -2.77034 4.30781 -0.047 0.194 -1.667 -0.0835
C 0.28717 -2.98280 3.31662 -0.076 -1.374 1.523 -0.0722
C 0.27518 -2.26957 2.13206 1.132 -0.393 -0.263 -0.0330
C 0.13052 -0.62135 -0.45394 1.506 2.144 1.233 -0.4079
O 1.28513 -1.08767 -0.54089 -2.690 -0.142 -0.101 0.0123
H 0.42793 3.72661 -1.86658 -0.404 1.675 -0.906 -0.0100
H 1.95696 3.36023 -1.08624 0.072 -0.390 -0.655 0.0327
H 0.47694 3.19959 -0.28053 -0.316 -0.793 -0.147 0.0307
H 2.72067 1.53582 -2.93887 -0.031 -0.763 -0.497 0.0332
H 2.10107 0.13695 -3.97161 -0.315 0.459 0.419 0.0392
H 2.43358 -0.05903 -2.20365 -0.239 0.512 -0.702 0.0248
H -0.10222 2.24808 -4.62516 -0.368 -0.324 1.098 0.0621
H -1.43804 2.40306 -3.44162 -0.456 0.027 -0.146 0.0259
H -0.97133 0.78436 -4.12476 0.147 0.845 0.550 0.0602
H -2.43916 -0.34868 2.78828 0.271 0.144 -0.199 0.1028
H -2.31121 -1.65237 4.87910 -0.460 0.323 -0.354 0.1076
H -0.81401 -3.33584 5.19805 0.577 -0.532 0.475 0.0951
H 0.98794 -3.81159 3.51142 -0.007 0.740 -0.448 0.1138
H 1.10564 -2.37141 1.44519 -0.279 -0.191 -0.230 0.1073

---

[2]
42
Properties=species:S:1:pos:R:3:forces:R:3:lowdin_charge:R:1 method="wB97M-V/def2-TZVPD" gap_ha=0.3738 multiplicity=1 total_charge=+1
C 3.11928 -2.64355 0.95542 0.216 -0.262 -0.253 -0.0916
C 3.71376 -1.88828 -0.23818 0.022 -0.039 0.322 -0.1914
C 3.13914 -0.48699 -0.50024 0.227 -0.349 -0.073 -0.1581
O 2.09739 -0.19030 0.46147 0.113 0.389 0.516 -0.0910
C 1.23083 0.83382 0.15506 -0.322 -0.374 -1.077 -0.4555
P 2.05386 2.34237 -0.59560 0.969 0.258 0.206 0.4842
O 3.35701 2.57146 0.02102 -0.228 -0.147 0.087 -0.2052
O 1.04080 3.56469 -0.38679 -0.214 -0.264 0.329 -0.0997
O 2.03869 2.11204 -2.15200 -0.409 -0.076 0.033 -0.0565
C 0.00151 0.30430 -0.59048 -0.387 -0.282 0.704 -0.0688
C -1.09097 1.33728 -0.32382 0.443 0.244 -1.091 -0.2895
C -2.52602 1.03429 -0.78001 -0.151 -0.446 0.642 -0.1216
C -2.89021 -0.46175 -0.86641 -0.510 0.270 0.105 -0.1525
C -4.02971 -0.87352 0.09896 0.232 0.026 -0.363 -0.0828
C -3.74376 -2.24898 0.62665 -0.266 0.181 0.158 -0.5541
O -2.74500 -2.50777 1.23832 0.645 -0.230 0.156 0.1012
O -4.69379 -3.14069 0.35448 -0.185 -0.239 -0.590 0.1363
C -0.89887 1.58478 1.16402 -0.172 0.496 0.285 -0.0348
N 0.57011 1.26202 1.44842 -0.421 0.175 0.766 0.1501
H 2.03967 -2.55168 1.01594 -0.076 0.055 0.080 0.0632
H 3.58426 -2.33736 1.88903 -0.193 0.166 0.117 0.0772
H 3.33891 -3.70317 0.83556 0.040 -0.039 0.032 0.0782
H 4.78184 -1.78228 -0.05858 0.070 0.000 -0.091 0.1110
H 3.61995 -2.50028 -1.13252 -0.135 0.070 -0.098 0.1084
H 2.72024 -0.44636 -1.50642 -0.098 0.103 -0.021 0.1220
H 3.91818 0.26296 -0.39900 -0.046 0.138 -0.041 0.1119
H 1.36138 4.10006 0.35497 0.022 0.320 -0.252 0.1091
H 1.26902 2.48672 -2.60412 0.145 0.014 -0.167 0.1131
H -0.25454 -0.58260 -0.00091 0.089 -0.263 -0.255 0.1348
H 0.17183 -0.01987 -1.61144 0.097 0.276 -0.141 0.1476
H -0.79384 2.22763 -0.87808 -0.105 0.250 0.285 0.1197
H -3.19649 1.49581 -0.05117 -0.050 0.169 -0.065 0.1145
H -2.73778 1.54327 -1.71580 0.186 -0.029 -0.122 0.1197
H -3.22208 -0.67497 -1.88009 0.141 -0.168 -0.067 0.1225
H -2.03808 -1.09436 -0.64696 0.110 -0.009 -0.103 0.0872
H -4.98269 -0.84526 -0.41832 -0.174 0.086 0.172 0.1249
H -4.04436 -0.20625 0.95850 -0.125 0.045 0.069 0.1213
H -4.33591 -4.03491 0.46645 -0.065 0.042 0.392 0.1398
H -1.06588 2.61389 1.47275 0.014 0.087 -0.163 0.1385
H -1.55308 0.98061 1.78855 0.254 -0.392 -0.025 0.1445
H 0.65748 0.50388 2.13155 0.070 -0.242 -0.263 0.1980
H 1.01790 2.05929 1.89982 0.227 -0.010 -0.133 0.1743

---

Quick rundown of energy relative to the best compared isomer or geometry (same formula, charge and spin), same order as above: 65.2; 0.0 kJ/mol